Entry 1:
{
  "formula": "C7H4Cl3NO2",
  "method": "ωB97M-V with the def2-TZVPD basis set",
  "symbols": ["C", "C", "C", "C", "C", "C", "C", "N", "O", "O", "Cl", "Cl", "Cl", "H", "H", "H", "H"],
  "xyz": [[-0.89318, -1.44043, -1.29425], [-0.43532, -0.95259, -2.49395], [-0.43312, -1.00754, -0.08591], [0.34940, 0.15648, -2.54348], [0.39480, 0.08145, -0.20498], [0.95026, 0.62294, -1.32179], [0.55334, 1.00664, 2.96354], [-0.70636, 0.62786, 2.59881], [-0.94119, -0.53437, 2.80863], [-1.47057, 1.44074, 2.10881], [2.16109, 1.89273, -1.24611], [1.77477, -0.01332, 3.47759], [1.01194, 2.58637, 2.61765], [-1.61395, -2.37269, -1.36549], [-0.64865, -1.30685, -3.44179], [-0.74658, -1.44427, 0.76576], [0.69334, 0.65684, -3.34304]],
  "lowdin_charge": [-0.09, -0.10, -0.09, -0.07, 0.02, -0.64, -1.11, -0.52, 0.03, 0.04, 0.64, 0.77, 0.76, 0.15, 0.09, 0.06, 0.07],
  "e_lumo_ev": [-2.353, -0.837],
  "gap_ev": [6.92, 8.54]
}


Entry 2:
{
  "formula": "C7H4ClO2P",
  "method": "ωB97M-V with the def2-TZVPD basis set",
  "symbols": ["Cl", "C", "P", "O", "O", "C", "C", "C", "C", "C", "C", "H", "H", "H", "H"],
  "xyz": [[-2.63990, -2.27780, -0.23228], [-2.30866, -0.64215, 0.02620], [-3.40334, 0.62355, 0.14620], [-2.34068, 1.89277, 0.37870], [-1.17440, 1.93004, -0.47749], [-0.22644, 0.95435, -0.15699], [1.09244, 1.29638, -0.21708], [2.05803, 0.30747, -0.11669], [1.75090, -1.01525, 0.11703], [0.41896, -1.34407, 0.23724], [-0.49637, -0.37684, 0.08657], [1.53096, 2.35437, -0.36044], [3.15936, 0.47021, -0.15938], [2.38848, -1.87233, 0.27225], [0.19066, -2.30069, 0.45615]],
  "lowdin_charge": [0.62, -0.90, 0.95, -0.42, -0.06, -0.27, -0.01, -0.09, -0.07, -0.09, -0.11, 0.16, 0.12, 0.11, 0.07],
  "e_lumo_ev": -0.426,
  "gap_ev": 8.46
}


Entry 3:
{
  "formula": "C7H4F4N2O",
  "method": "ωB97M-V with the def2-TZVPD basis set",
  "symbols": ["F", "C", "C", "N", "C", "C", "F", "F", "F", "N", "O", "C", "C", "C", "H", "H", "H", "H"],
  "xyz": [[-1.36914, -2.50053, 0.66203], [-0.67764, -1.38055, 0.32242], [0.52441, -1.30658, 0.91137], [1.50086, -0.13420, 0.61246], [2.88522, 0.42768, 0.02758], [4.06378, -0.45991, -0.11665], [4.22554, -1.32216, 0.89202], [5.20091, 0.23888, -0.25496], [3.97900, -1.23522, -1.20439], [2.69737, 1.53574, -0.52812], [1.42118, 1.98512, -0.47816], [0.61087, 1.03366, 0.18203], [-0.53945, 0.69858, -0.68750], [-1.18283, -0.45064, -0.64659], [1.07772, -1.88368, 1.62305], [0.13094, 1.61696, 1.02972], [-0.75796, 1.66343, -1.18464], [-1.95601, -0.77762, -1.27854]],
  "lowdin_charge": [0.05, -0.28, 0.07, 0.08, -0.09, -0.59, 0.16, 0.16, 0.16, 0.13, -0.04, -0.32, -0.02, 0.00, 0.11, 0.17, 0.14, 0.11],
  "e_lumo_ev": 0.143,
  "gap_ev": 8.73
}


Entry 4:
{
  "formula": "C7H4N2O2S",
  "method": "ωB97M-V with the def2-TZVPD basis set",
  "symbols": ["O", "C", "O", "C", "C", "C", "C", "C", "C", "N", "N", "S", "H", "H", "H", "H"],
  "xyz": [[-2.04903, -3.67360, -1.70102], [-1.15015, -3.11936, -1.11477], [-1.07574, -1.81744, -0.85277], [0.12459, -1.48483, -0.21818], [0.28831, -0.07070, 0.15241], [-0.69371, 0.87555, -0.24488], [-0.48453, 2.23339, -0.00597], [0.62705, 2.58710, 0.76885], [1.50543, 1.61104, 1.20098], [1.33210, 0.33136, 0.86163], [0.95987, -2.47635, -0.00252], [0.22156, -3.95190, -0.45748], [-1.53927, 0.50872, -0.83882], [-1.19498, 2.94367, -0.41309], [0.78087, 3.64611, 1.05717], [2.34765, 1.85724, 1.80847]],
  "lowdin_charge": [0.05, -0.80, 0.06, -0.32, -0.21, 0.00, -0.05, -0.06, -0.12, 0.12, -0.19, 1.08, 0.12, 0.11, 0.11, 0.10],
  "e_lumo_ev": -0.452,
  "gap_ev": 8.86,
  "de_lowest_kj_mol": 53.5
}


Entry 5:
{
  "formula": "C7H4NO4RuTe4",
  "method": "ωB97M-V with the def2-TZVPD basis set",
  "symbols": ["Ru", "O", "C", "O", "C", "C", "C", "C", "C", "N", "C", "O", "O", "H", "H", "H", "H", "Te", "Te", "Te", "Te"],
  "xyz": [[0.06182, 0.81311, -2.01083], [-2.73847, -1.84546, 0.41745], [-1.85376, -1.04514, -0.18317], [-1.95896, -0.65532, -1.31383], [-0.69793, -0.66477, 0.66550], [-0.60990, -0.94892, 2.00949], [0.52910, -0.53857, 2.69838], [1.52859, 0.11625, 2.01335], [1.35317, 0.37323, 0.65917], [0.26272, -0.00320, 0.01240], [2.38417, 1.09311, -0.17534], [3.49821, 1.23393, 0.29308], [1.94109, 1.49252, -1.30608], [-3.44200, -2.04232, -0.22372], [-1.41507, -1.47514, 2.50078], [0.62636, -0.74436, 3.75641], [2.44678, 0.44289, 2.48077], [0.95047, -1.37393, -3.23682], [0.18522, 0.79362, -4.63660], [-2.02653, 1.90092, -3.31400], [-1.02507, 3.07755, -1.10639]],
  "mulliken_spin": [0.39, 0.00, 0.00, 0.01, -0.01, 0.00, 0.00, 0.00, -0.01, -0.01, 0.01, 0.00, -0.02, 0.00, 0.00, 0.00, 0.00, 0.40, 0.17, -0.03, 0.10],
  "multiplicity": 2,
  "e_lumo_ev": [-1.524, -2.346],
  "s_squared": 0.8992,
  "gap_ev": [5.83, 4.94]
}


Entry 6:
{
  "formula": "C7H4O2OsSSe3Te",
  "method": "ωB97M-V with the def2-TZVPD basis set",
  "symbols": ["Os", "Se", "Se", "Te", "Se", "O", "C", "O", "C", "C", "C", "C", "C", "C", "S", "H", "H", "H", "H"],
  "xyz": [[-0.16000, -2.24226, -1.37808], [1.71136, -2.69111, -2.59011], [1.55333, -5.05427, -2.76294], [-0.59470, -4.96722, -1.40890], [-1.87268, -3.22755, -2.71153], [-0.38305, -1.24075, 2.54980], [-0.23653, -0.96426, 1.38813], [-0.15101, -1.99952, 0.51819], [-0.11711, 0.45726, 0.92977], [-0.04910, 1.38552, 1.97808], [0.07001, 2.73858, 1.75019], [0.12259, 3.20222, 0.43748], [0.05285, 2.30943, -0.60687], [-0.07037, 0.92649, -0.38739], [-0.21350, 0.01602, -1.87420], [-0.09343, 0.99445, 2.98426], [0.12344, 3.42914, 2.58069], [0.21884, 4.26059, 0.23182], [0.08907, 2.66725, -1.62840]],
  "lowdin_charge": [0.30, 0.11, -0.07, 0.46, 0.02, 0.10, -0.52, -0.33, -0.15, -0.02, -0.08, -0.08, -0.14, -0.59, 0.55, 0.12, 0.10, 0.11, 0.09],
  "e_lumo_ev": -1.936,
  "gap_ev": 5.87
}


Entry 7:
{
  "formula": "C7H5BeNO4",
  "method": "ωB97M-V with the def2-TZVPD basis set",
  "symbols": ["Be", "O", "C", "C", "O", "C", "O", "C", "O", "C", "C", "C", "N", "H", "H", "H", "H", "H"],
  "xyz": [[-0.36686, -2.01097, -0.29024], [-1.10680, -4.41461, 3.12151], [-0.90106, -3.75341, 2.20131], [-1.73659, -1.18776, -1.13620], [-2.60899, -0.66335, -1.67510], [1.32547, -1.79564, -0.88946], [2.40344, -1.65818, -1.27090], [-0.56630, -3.45125, -1.36963], [-0.69295, -4.36457, -2.05412], [0.07242, 3.43241, 0.78904], [1.03547, 2.51252, 0.05665], [0.46329, 1.10473, 0.02073], [-0.01148, -0.06298, -0.00909], [-0.86832, 3.44270, 0.27925], [0.47516, 4.42337, 0.81433], [-0.06771, 3.07873, 1.78908], [1.17560, 2.86612, -0.94349], [1.97621, 2.50215, 0.56634]],
  "lowdin_charge": [0.12, 0.11, 0.06, 0.09, 0.29, 0.09, 0.29, 0.10, 0.31, -0.06, -0.15, 0.09, 0.10, 0.09, 0.10, 0.09, 0.13, 0.13],
  "e_lumo_ev": -10.798,
  "gap_ev": 8.85,
  "total_charge": 2
}


Entry 8:
{
  "formula": "C7H5ClN4O",
  "method": "ωB97M-V with the def2-TZVPD basis set",
  "symbols": ["C", "C", "C", "C", "N", "C", "N", "C", "C", "O", "Cl", "N", "N", "H", "H", "H", "H", "H"],
  "xyz": [[2.07849, 0.73097, 1.08534], [1.33801, 0.09314, -0.10276], [-0.24275, -0.00631, 0.20045], [-0.73083, 1.11356, 0.86793], [-0.92677, 2.05837, 1.50532], [-0.36162, -1.14311, 1.11160], [-0.61730, -1.95807, 1.83310], [-1.02275, -0.36052, -1.09993], [-2.49289, -0.47732, -0.97933], [-3.12078, -0.20828, -0.01635], [-3.25732, -1.15400, -2.43151], [-0.35040, 0.00325, -2.35728], [-0.35780, -1.16699, -2.14518], [3.16896, 0.46128, 0.81231], [1.81210, 0.32758, 2.00879], [1.88562, 1.78412, 1.04071], [1.87140, -0.80627, -0.30905], [1.32665, 0.70862, -1.02416]],
  "lowdin_charge": [-0.07, -0.16, -0.36, -0.19, 0.24, -0.19, 0.23, -0.38, -0.75, 0.11, 0.70, 0.18, 0.18, 0.12, 0.06, 0.07, 0.11, 0.11],
  "e_lumo_ev": -0.877,
  "gap_ev": 10.64,
  "de_lowest_kj_mol": 64.1
}


Entry 9:
{
  "formula": "C7H5F3NO2",
  "method": "ωB97M-V with the def2-TZVPD basis set",
  "symbols": ["N", "C", "F", "C", "C", "C", "O", "O", "C", "F", "C", "C", "F", "H", "H", "H", "H", "H"],
  "xyz": [[1.99294, 0.75163, 1.29397], [1.28475, 0.76683, 0.04706], [1.89758, 1.71199, -0.87826], [-0.33307, 1.12678, 0.07543], [-1.27163, 0.16876, -0.04912], [-2.88424, 0.40599, -0.28965], [-3.44733, 1.29361, 0.26023], [-3.21861, -0.43546, -1.10150], [-0.89269, -1.23236, -0.07260], [-0.78438, -1.62198, 1.25950], [0.50764, -1.59287, -0.64939], [1.43497, -0.61370, -0.60184], [2.67784, -0.91992, -1.08319], [1.46647, 1.26799, 1.91224], [2.95574, 1.11593, 1.19300], [-0.38747, 2.22435, 0.23984], [-1.62819, -1.96835, -0.41865], [0.62969, -2.44923, -1.13707]],
  "lowdin_charge": [0.12, -0.39, -0.05, 0.08, -0.08, -0.75, 0.01, -0.03, -0.29, -0.03, 0.09, -0.19, 0.03, 0.04, 0.11, 0.11, 0.14, 0.06],
  "e_lumo_ev": 3.561,
  "gap_ev": 8.31,
  "total_charge": -1,
  "de_lowest_kj_mol": 58.9
}


Entry 10:
{
  "formula": "C7H5FO",
  "method": "ωB97M-V with the def2-TZVPD basis set",
  "symbols": ["C", "C", "C", "C", "C", "C", "C", "O", "F", "H", "H", "H", "H", "H"],
  "xyz": [[3.78389, 1.57374, -0.01905], [2.80768, 0.91062, -0.17538], [0.39237, 0.95114, 0.02464], [1.58264, 0.10723, -0.00174], [-1.89384, -0.01234, -0.33776], [-2.87694, -0.77343, -0.06716], [1.76797, -1.23613, 0.00427], [-0.90135, 0.72037, -0.05177], [2.87788, -1.90540, -0.10126], [4.68704, 2.03103, 0.12081], [0.73808, 2.04141, -0.24514], [-3.50829, -0.65510, 0.74592], [-3.26102, -1.43783, -0.89980], [1.04170, -1.99501, 0.26579]],
  "lowdin_charge": [0.15, -0.10, -0.10, -0.22, -0.11, 0.00, -0.14, 0.05, 0.07, 0.01, 0.15, 0.03, 0.09, 0.12],
  "e_lumo_ev": -0.325,
  "gap_ev": 6.81,
  "de_lowest_kj_mol": 743.0
}